Below is a 17-piece molecular cluster, C48H135N17O22 overall at a distorted geometry, with properties calculated with ωB97M-V/def2-TZVPD.

The geometry in XYZ format:
```
222
Properties=species:S:1:pos:R:3:mulliken_charge:R:1
C 2.034 3.409 7.628 0.5580
O 2.610 2.596 8.254 -0.6318
N 2.472 4.081 6.544 -0.3582
N 0.845 3.801 7.857 -0.2217
H 3.030 3.463 5.972 0.2706
H 1.712 4.523 6.047 0.1514
H 0.434 4.590 7.378 0.1787
H 0.237 3.194 8.388 0.2316
C 0.816 6.808 4.816 0.5002
O 0.465 5.670 5.095 -0.5563
N 0.060 7.818 4.560 -0.4063
N 2.068 7.151 4.919 -0.4025
H -0.930 7.649 4.454 0.2446
H 0.557 8.697 4.533 0.1356
H 2.788 6.499 5.196 0.2389
H 2.180 8.154 4.948 0.1220
C 2.665 -4.292 0.134 0.6805
O 3.205 -5.341 0.353 -0.7971
N 2.074 -4.081 -0.991 0.1328
N 2.288 -3.448 1.023 0.8739
H 2.317 -4.627 -1.805 -0.0980
H 1.657 -3.163 -1.056 -0.1582
H 2.479 -3.655 1.993 -0.1623
H 1.651 -2.710 0.758 -0.2621
C -5.471 -0.989 3.885 0.3572
O -5.925 -0.333 4.841 -0.7104
N -5.993 -1.170 2.729 -0.1519
N -4.166 -1.253 3.685 0.3681
H -5.372 -1.540 2.023 0.0189
H -6.975 -1.089 2.508 0.2453
H -3.446 -0.941 4.320 -0.3719
H -3.918 -1.748 2.840 -0.1569
C -1.175 -4.930 -6.136 0.5277
O -0.538 -4.537 -5.159 -0.5757
N -1.086 -6.126 -6.539 -0.4395
N -2.080 -4.265 -6.707 -0.3116
H -1.843 -6.511 -7.086 0.1777
H -0.494 -6.717 -5.973 0.2630
H -2.486 -4.423 -7.618 0.1896
H -2.197 -3.364 -6.266 -0.0434
C -3.764 2.535 2.467 0.4683
O -3.238 3.502 2.002 -0.7834
N -4.946 2.256 2.918 -0.0884
N -3.088 1.521 2.709 3.1960
H -4.980 1.407 3.465 -0.0197
H -5.580 3.041 2.887 0.3109
H -3.487 0.638 2.995 -1.1476
H -2.119 1.601 2.436 -1.3753
C 4.171 -5.697 -4.346 -1.3223
C 2.817 -5.005 -4.608 0.1256
O 1.759 -5.227 -3.657 -0.6285
H 4.670 -5.460 -3.406 0.3283
H 4.955 -5.372 -5.029 0.3818
H 4.015 -6.775 -4.396 0.3106
H 2.502 -5.233 -5.626 0.4840
H 3.025 -3.937 -4.536 -0.0652
H 0.979 -4.977 -4.158 0.4092
C -2.271 3.645 -2.286 -1.4224
C -1.098 2.701 -2.075 1.3275
O -0.804 2.049 -3.303 -0.3874
H -2.010 4.278 -3.135 0.4537
H -2.414 4.310 -1.434 0.3670
H -3.104 3.030 -2.624 0.0844
H -1.328 1.987 -1.283 -0.7436
H -0.249 3.328 -1.802 0.0365
H 0.136 1.941 -3.466 0.1958
C 2.288 -3.520 4.382 0.3768
C 3.705 -3.568 4.007 -0.5836
O 4.493 -4.228 4.956 -0.6029
H 1.956 -4.494 4.743 0.3112
H 1.684 -3.052 3.605 -0.4755
H 2.127 -2.935 5.287 -0.1725
H 4.097 -2.606 3.676 0.1777
H 3.947 -4.001 3.037 0.6193
H 4.419 -5.180 4.853 0.3588
C -3.000 -2.115 6.790 -1.3809
C -2.149 -0.860 6.703 -0.1588
O -1.765 -0.522 5.382 0.4331
H -3.190 -2.418 7.820 0.4046
H -2.438 -2.888 6.267 0.2823
H -3.885 -2.001 6.164 0.2832
H -1.231 -0.928 7.287 0.1930
H -2.762 -0.064 7.125 0.3482
H -1.090 0.160 5.414 -0.6686
C -2.257 2.701 5.716 0.4117
C -2.966 3.908 6.142 -0.6927
O -1.912 4.775 6.651 -0.5507
H -3.016 1.932 5.568 -0.2330
H -1.451 2.214 6.263 0.3093
H -1.818 3.030 4.774 -0.1695
H -3.771 3.832 6.873 0.3966
H -3.351 4.435 5.270 0.2252
H -1.317 4.927 5.913 0.1958
C 2.951 -0.109 6.466 -0.9145
C 1.712 -0.428 7.193 -0.4984
O 0.882 0.634 7.116 -0.3767
H 3.543 -1.021 6.551 0.3915
H 3.399 0.787 6.895 0.4714
H 2.709 0.011 5.410 -0.0508
H 2.137 -0.422 8.197 0.3799
H 1.255 -1.408 7.053 0.4332
H 1.356 1.264 7.663 0.1064
C 0.319 2.765 3.264 -1.6310
O -0.244 1.593 2.872 0.8725
C 0.467 0.411 3.255 0.2054
C -0.289 -0.816 2.627 -0.0372
N 0.243 -1.308 1.376 0.6683
C -0.247 -0.341 0.384 -0.9951
C -0.001 -0.850 -1.019 0.1247
O -0.804 -1.957 -1.293 0.7883
C -0.759 -2.400 -2.621 0.0836
H -0.309 3.562 2.866 0.2550
H 1.261 2.946 2.747 0.3901
H 0.439 2.851 4.344 0.2341
H 0.412 0.245 4.331 -1.1434
H 1.482 0.485 2.865 0.1817
H -1.334 -0.559 2.450 -1.2650
H -0.289 -1.551 3.432 0.9416
H -0.400 -2.058 1.167 0.6643
H 0.319 0.581 0.520 0.6723
H -1.306 -0.122 0.515 -0.4266
H 1.044 -1.113 -1.183 0.3661
H -0.219 -0.011 -1.679 -0.7597
H 0.247 -2.558 -3.011 -0.6945
H -1.182 -1.679 -3.321 -0.2426
H -1.313 -3.320 -2.803 0.4134
C -1.430 -4.699 2.122 -0.8147
O -2.019 -3.900 1.008 -0.0159
C -3.496 -3.898 1.158 -1.1776
C -4.148 -2.970 0.019 -0.5973
N -4.018 -1.574 0.491 1.6621
C -4.217 -0.815 -0.769 -0.2970
C -4.190 0.705 -0.546 0.2192
O -4.885 1.370 -1.572 -0.2485
C -5.416 2.631 -1.202 -0.9114
H -1.841 -5.708 2.107 0.4307
H -1.568 -4.328 3.137 0.2591
H -0.343 -4.623 2.089 0.1277
H -3.794 -3.516 2.135 0.6147
H -3.730 -4.961 1.106 0.5841
H -5.220 -3.146 -0.072 0.5815
H -3.567 -3.255 -0.858 0.2563
H -3.027 -1.395 0.560 -1.0811
H -5.185 -1.091 -1.189 0.6621
H -3.431 -1.098 -1.469 -0.5259
H -3.141 0.985 -0.452 -0.0282
H -4.591 0.947 0.438 -0.0923
H -5.943 2.566 -0.250 0.3315
H -6.122 3.079 -1.901 0.2651
H -4.587 3.257 -0.870 0.3421
C -3.756 2.053 -7.635 -0.7243
O -4.023 1.248 -6.534 -0.2632
C -3.143 1.284 -5.406 -0.9378
C -3.359 0.100 -4.452 0.5824
N -3.162 -1.162 -5.131 0.9568
C -4.137 -2.235 -4.687 -0.3090
C -5.425 -2.014 -5.366 -0.9526
O -5.500 -2.406 -6.745 -0.3067
C -6.761 -2.111 -7.422 -0.7921
H -3.762 3.134 -7.490 0.2812
H -4.512 1.644 -8.304 0.2866
H -2.822 1.849 -8.159 0.1943
H -3.190 2.279 -4.963 0.5927
H -2.087 1.186 -5.657 -0.0015
H -4.319 0.069 -3.936 -0.0261
H -2.552 0.173 -3.724 -0.8675
H -3.262 -0.964 -6.116 0.3706
H -4.334 -2.346 -3.621 -0.2823
H -3.655 -3.187 -4.909 0.5573
H -5.787 -1.011 -5.140 0.4395
H -6.089 -2.573 -4.706 0.5488
H -6.884 -2.704 -8.329 0.2098
H -6.707 -1.029 -7.544 0.3020
H -7.591 -2.305 -6.743 0.3240
C 3.852 -0.309 1.053 -0.4313
O 4.330 0.907 0.664 -0.0727
C 5.766 1.065 0.730 -0.7679
C 6.184 2.355 0.040 -0.4785
N 7.654 2.345 0.166 -0.3111
C 8.168 3.547 -0.478 -0.6005
C 9.654 3.722 -0.395 -0.5731
O 10.415 2.516 -0.728 -0.3140
C 11.818 2.748 -0.979 -0.7667
H 4.010 -1.077 0.296 0.4196
H 2.797 -0.225 1.312 -0.4522
H 4.345 -0.787 1.900 0.4795
H 6.190 0.251 0.142 0.3879
H 6.178 1.025 1.739 0.3391
H 5.603 3.139 0.525 0.2677
H 5.937 2.442 -1.018 0.3102
H 8.075 1.487 -0.160 0.2521
H 7.696 4.449 -0.088 0.2779
H 7.857 3.479 -1.520 0.3461
H 10.085 4.125 0.522 0.3918
H 9.940 4.509 -1.093 0.4008
H 12.012 3.412 -1.821 0.3087
H 12.335 1.884 -1.397 0.2748
H 12.312 3.040 -0.052 0.2880
C 2.737 2.649 -2.106 -0.6905
O 2.071 1.730 -2.953 -0.2752
C 2.919 0.829 -3.638 -1.2149
C 2.180 -0.422 -4.226 0.4551
N 1.076 0.012 -5.131 0.4766
C 0.582 -0.769 -6.275 0.3974
C 1.456 -0.712 -7.490 -0.6716
O 1.431 0.365 -8.419 -0.4183
C 0.276 0.956 -8.862 -0.6765
H 3.465 2.140 -1.474 -0.0161
H 2.106 3.341 -1.548 0.2875
H 3.311 3.285 -2.780 0.4112
H 3.854 0.556 -3.147 0.5140
H 3.328 1.370 -4.491 0.3973
H 1.770 -1.153 -3.530 -0.5548
H 2.890 -0.955 -4.859 0.5086
H 0.358 0.590 -4.719 -0.2475
H -0.404 -0.367 -6.505 -0.0672
H 0.587 -1.811 -5.955 -0.1837
H 1.308 -1.545 -8.176 0.4160
H 2.487 -0.744 -7.138 0.1997
H 0.442 1.654 -9.683 0.3540
H -0.090 1.566 -8.037 0.1835
H -0.552 0.278 -9.070 0.3171
```

Computed properties:
- E: -4495.62783 hartree
- Orbital gap: 8.41 eV
- Spin multiplicity: 1
- LUMO level: 0.211 eV
- HOMO energy: -8.202 eV